{"formula": "C33H60Cl2N5O7P", "method": "the ωB97M-V functional and the def2-TZVPD basis", "fmax_ev_per_a": 2.795, "e_tot_ha": -3355.42898, "lumo_ev": -4.419, "e_homo_ev": -7.44, "charge": 0, "de_lowest_kcal_mol": 0.00, "homo_lumo_gap_ev": 3.0, "elements": ["Cl", "Cl", "P", "O", "O", "O", "O", "O", "O", "O", "N", "N", "N", "N", "N", "C", "C", "C", "C", "C", "C", "C", "C", "C", "C", "C", "C", "C", "C", "C", "C", "C", "C", "C", "C", "C", "C", "C", "C", "C", "C", "C", "C", "C", "C", "C", "C", "C", "H", "H", "H", "H", "H", "H", "H", "H", "H", "H", "H", "H", "H", "H", "H", "H", "H", "H", "H", "H", "H", "H", "H", "H", "H", "H", "H", "H", "H", "H", "H", "H", "H", "H", "H", "H", "H", "H", "H", "H", "H", "H", "H", "H", "H", "H", "H", "H", "H", "H", "H", "H", "H", "H", "H", "H", "H", "H", "H", "H"], "positions_angstrom": [[-2.517423, -2.929394, 2.398593], [-2.523962, -1.262050, 4.953442], [-2.370902, -0.596238, -2.896291], [-0.500431, 6.620572, 0.412862], [-4.546345, -1.586691, 0.553689], [-4.174270, 0.530852, -0.157223], [1.056108, -4.311885, 0.551908], [-0.869834, 8.589803, -0.586024], [0.457655, 1.612612, 1.716496], [2.390855, 1.211831, 0.586830], [-1.855467, -0.123437, -1.369076], [-3.795520, -1.195293, -3.073700], [1.859928, -4.871179, 1.239064], [-2.409545, -4.867742, -1.093662], [-0.233968, -0.799265, 0.829778], [1.348268, -5.324093, 2.604968], [1.176854, 1.145383, 0.793526], [2.270954, 4.548702, -2.716731], [0.394892, 0.152341, -0.168444], [-2.701433, 4.068096, -1.094826], [1.682478, 5.962193, -2.636538], [0.183729, 0.815734, -2.520713], [-3.897433, -0.651729, 0.043908], [1.543366, 1.526063, -2.410496], [-0.139836, -5.581284, 2.489701], [1.634981, -4.119863, 3.523350], [0.707472, 6.452847, -0.344126], [-1.077172, 2.145998, -0.808372], [4.293103, -5.607362, 1.267013], [1.534448, 3.692494, -3.739546], [-1.706291, -0.616284, 1.016879], [2.040856, -6.590957, 3.117342], [-0.619448, 0.721760, -1.200965], [-2.131084, -1.244835, 2.321567], [-2.140425, -0.517572, 3.436789], [-1.872057, 0.957720, 3.528625], [3.076650, -3.629039, 3.468910], [-3.102123, -3.554658, -0.903480], [3.505554, -3.302107, 2.043419], [3.306295, -4.446871, 1.029472], [-1.218436, 7.726422, 0.169982], [1.919394, 2.210764, -3.738184], [-2.028634, -2.510418, -0.618432], [-2.493932, 7.729984, 0.964125], [-2.150860, 2.759434, -1.700691], [3.472574, -3.944488, -0.396700], [-2.368194, -1.018807, -0.292225], [0.417624, 5.987096, -1.759764], [-2.283730, 7.672976, 2.030442], [4.513437, -3.656192, -0.521705], [3.085411, -6.449799, 3.377073], [2.424754, 6.648337, -2.221384], [0.005798, 4.974878, -1.695445], [1.520503, -6.903334, 4.019631], [2.324912, 0.813567, -2.146891], [-0.055777, -1.771555, 0.581536], [4.722879, -5.592574, 2.265777], [2.948588, -2.428568, 1.689697], [-1.314176, -2.557723, -1.448539], [-3.110155, 6.877482, 0.679639], [-3.651002, -3.305584, -1.806915], [-0.404544, 1.373191, -3.244670], [2.854614, -3.074521, -0.610221], [-0.835322, 1.199375, 3.291681], [-2.497466, 1.514025, 2.828887], [-2.312625, 4.941205, -1.622218], [1.747696, 4.114508, -4.727466], [-1.470976, 2.130045, 0.207898], [1.969462, -7.402248, 2.392907], [-0.659503, -4.666476, 2.226323], [-1.730611, 3.009196, -2.682265], [1.291132, 7.374093, -0.327888], [-2.789537, -5.530791, -0.429311], [-4.372220, -1.193055, -2.241133], [-0.214908, 2.819798, -0.774020], [-0.366948, -6.346256, 1.746259], [-0.519062, -5.913327, 3.453695], [-0.357435, 6.620835, -2.190634], [3.337199, 4.594915, -2.956698], [-2.651920, -5.248628, -1.999874], [2.993887, 2.132258, -3.918054], [-3.033976, 8.646430, 0.742198], [-2.072094, 1.300138, 4.539561], [2.200217, 4.118357, -1.713260], [-3.788537, 4.089283, -1.138695], [-1.385034, -1.470091, -3.412638], [-2.176247, 0.546161, -3.675960], [0.376460, -0.187505, -2.909896], [1.259707, 5.690632, 0.206405], [1.383700, 1.730780, -4.561625], [-3.800695, -3.628533, -0.076544], [3.165573, -2.726509, 4.073851], [4.564169, -3.044822, 2.000699], [-2.387920, 4.173784, -0.053942], [-1.474519, -2.947551, 0.220046], [3.233221, -4.723777, -1.121016], [-2.971968, 2.060877, -1.850466], [3.831489, -6.580440, 1.109331], [5.109536, -5.525845, 0.554647], [3.749387, -4.362717, 3.917802], [0.452861, 3.794719, -3.590186], [1.520973, 2.278536, -1.627204], [1.359930, -4.436040, 4.529298], [0.955988, -3.305513, 3.249020], [1.185013, -0.397254, -0.681371], [-1.886872, 0.451610, 1.127517], [0.237276, -0.599322, 1.714870], [1.420994, 6.319396, -3.634590]], "forces_ev_per_a": [[0.0, -0.2, 0.2], [0.0, -0.1, 0.1], [-0.9, 0.1, 0.0], [0.0, -0.2, 0.1], [0.1, 0.3, -0.2], [-0.1, 0.2, 0.1], [0.6, -1.3, 0.0], [0.1, 0.4, -0.3], [0.6, -0.4, -0.5], [0.0, 0.1, 0.1], [1.1, -0.6, 0.0], [0.5, -0.2, 0.4], [-0.7, 2.6, 0.6], [-0.2, 0.1, 0.1], [0.4, 0.1, 0.3], [-0.1, -1.3, 0.3], [-0.4, 0.1, 0.2], [0.0, 0.3, 0.1], [0.1, -0.1, 0.1], [0.2, -0.1, 0.0], [-0.2, -0.2, 0.2], [0.2, 0.2, 0.2], [-0.1, -0.5, 0.1], [0.0, -0.1, -0.4], [-0.1, 0.3, -0.2], [0.2, 0.5, -0.2], [0.2, -0.1, 0.1], [-0.2, 0.0, 0.2], [-0.2, -0.2, 0.1], [0.1, 0.0, -0.1], [-0.3, 0.3, -0.1], [0.3, 0.0, -0.3], [-0.3, 0.5, -0.1], [0.1, -0.1, -0.3], [-0.1, 0.3, 0.2], [0.1, 0.0, 0.1], [0.1, -0.2, 0.0], [0.1, -0.5, -0.1], [-0.3, 0.3, 0.3], [0.8, -0.8, -0.5], [-0.1, -0.3, 0.3], [-0.2, 0.3, 0.3], [0.2, 0.0, 0.2], [-0.1, 0.2, -0.2], [0.0, 0.4, -0.2], [-0.3, 0.2, 0.0], [-0.4, -0.4, -0.2], [0.0, -0.1, 0.0], [0.0, -0.1, 0.0], [0.0, 0.0, 0.0], [0.0, 0.0, 0.0], [0.0, 0.1, -0.1], [-0.1, 0.1, -0.1], [-0.1, 0.0, 0.0], [0.0, 0.0, 0.2], [-0.2, 0.0, -0.2], [0.0, 0.0, 0.0], [0.0, 0.0, -0.1], [-0.1, 0.1, -0.1], [0.1, -0.1, 0.1], [-0.1, 0.1, 0.1], [-0.1, -0.1, -0.1], [0.0, 0.0, 0.0], [0.0, 0.0, -0.1], [-0.1, 0.0, 0.0], [-0.1, 0.0, 0.0], [-0.1, 0.0, 0.0], [0.1, 0.0, 0.0], [-0.1, 0.0, 0.0], [-0.2, 0.0, -0.1], [0.0, -0.2, 0.0], [-0.1, 0.1, -0.1], [0.0, 0.0, 0.0], [-0.3, 0.1, -0.2], [0.0, -0.1, 0.1], [0.0, 0.0, 0.0], [0.1, 0.0, 0.1], [0.1, 0.1, 0.0], [0.0, -0.1, -0.1], [0.1, 0.0, -0.1], [0.0, -0.1, -0.1], [0.0, 0.0, 0.0], [-0.1, 0.0, 0.0], [0.1, -0.1, 0.0], [0.0, 0.0, 0.0], [0.1, 0.1, -0.2], [0.3, 0.1, 0.0], [-0.2, 0.0, -0.1], [0.0, 0.0, 0.0], [0.2, -0.1, -0.1], [0.0, 0.2, 0.0], [0.0, 0.0, 0.0], [0.0, 0.0, 0.0], [-0.1, 0.0, 0.0], [0.0, 0.0, -0.1], [0.0, 0.0, 0.0], [0.0, -0.1, 0.1], [0.0, 0.0, -0.1], [0.0, 0.1, 0.0], [0.0, 0.0, 0.0], [0.0, 0.0, 0.0], [0.1, -0.1, 0.1], [0.0, 0.0, 0.0], [-0.1, -0.1, 0.0], [-0.2, -0.3, -0.1], [0.3, 0.0, 0.0], [-0.2, 0.1, 0.1], [0.2, 0.0, 0.0]]}